Here is 7 unconnected molecules or ions with the total composition C6H23NO6 at a distorted geometry from OMol25. Energies are from ωB97M-V with the def2-TZVPD basis set.

Positions of all 36 atoms, in Å:
O (-2.947, -1.049, -1.779)
O (2.855, 2.343, -0.930)
O (-2.372, 1.545, -1.281)
O (1.886, 0.021, 3.284)
O (0.358, 2.558, -2.413)
O (-0.785, -2.675, -1.901)
N (2.750, -0.778, -0.129)
C (0.445, 1.709, 1.006)
C (1.511, -1.441, 0.254)
C (0.343, -0.783, 0.439)
C (0.323, 0.706, 0.182)
C (-1.024, -1.347, 0.805)
C (-1.448, -0.976, 2.235)
H (-2.281, -1.563, 2.690)
H (-1.596, 0.103, 2.317)
H (0.322, 1.783, 2.123)
H (2.232, -0.724, 3.575)
H (2.188, 2.629, -0.343)
H (-0.604, -1.237, 3.044)
H (-0.597, 2.579, -2.173)
H (-0.967, -2.677, -2.887)
H (3.397, -0.994, 0.695)
H (-3.033, 1.390, -1.883)
H (0.608, 3.460, -2.294)
H (-1.802, -0.920, 0.139)
H (-0.040, -2.041, -1.751)
H (1.609, -2.621, 0.237)
H (2.371, 2.217, -1.687)
H (-3.471, -1.663, -1.314)
H (-0.972, -2.459, 0.649)
H (-2.209, -1.592, -1.941)
H (0.178, 0.767, -0.816)
H (2.674, 0.257, -0.248)
H (-2.228, 0.783, -0.754)
H (0.514, 2.617, 0.610)
H (1.811, 0.073, 2.241)

Properties
HOMO, Eh: -0.3170
2S+1: 1
LUMO energy, eV: 0.37
Gap between HOMO and LUMO, eV: 8.99
SMILES: C=C/C(=C\N)CC.O.O.O.O.O.O
DFT total energy, Ha: -748.48315

Here is 3 unconnected molecules or ions with the total composition C24H60N4O8 at a distorted geometry from OMol25. Energies are from ωB97M-V with the def2-TZVPD basis set.

Positions of all 96 atoms, in Å:
O (15.662, -11.476, -13.619)
O (12.226, -9.944, -11.619)
O (10.673, -1.451, -13.566)
O (11.884, -13.871, -14.796)
O (9.680, -12.671, -10.976)
O (4.551, -12.408, -12.868)
O (9.668, -4.320, -11.213)
O (11.101, 4.538, -11.828)
N (6.850, -11.369, -11.462)
N (11.618, -7.119, -12.536)
N (11.052, 0.870, -11.572)
N (13.141, -12.134, -12.660)
C (6.440, -12.739, -11.253)
C (10.393, -2.887, -13.726)
C (10.463, -6.483, -11.986)
C (5.673, -13.309, -12.453)
C (11.689, -11.179, -11.290)
C (11.343, -8.252, -13.423)
C (11.322, -13.564, -13.540)
C (10.933, -12.576, -10.461)
C (10.755, 3.257, -12.211)
C (11.538, 2.206, -11.368)
C (10.304, 5.559, -12.561)
C (10.866, -5.093, -11.398)
C (9.921, -3.026, -10.781)
C (16.851, -10.857, -14.062)
C (3.346, -12.558, -12.157)
C (11.993, -9.620, -12.969)
C (14.299, -12.141, -11.737)
C (10.978, -13.975, -15.846)
C (11.940, 0.361, -12.660)
C (15.372, -11.080, -12.274)
C (7.989, -11.164, -12.334)
C (11.919, -1.149, -12.907)
C (9.273, -11.323, -11.478)
C (12.440, -13.518, -12.576)
H (10.880, 3.149, -13.288)
H (12.228, -1.706, -12.023)
H (12.093, -7.636, -11.810)
H (9.317, -10.539, -10.721)
H (14.885, -13.060, -11.755)
H (12.144, -13.798, -11.565)
H (10.952, -13.372, -9.716)
H (9.915, -14.092, -15.633)
H (10.278, -8.469, -13.504)
H (9.165, -2.392, -11.244)
H (17.616, -11.003, -13.300)
H (13.118, -14.307, -12.903)
H (11.336, -3.378, -13.964)
H (10.053, -3.369, -12.810)
H (10.048, -11.035, -12.188)
H (12.570, 2.461, -11.608)
H (10.721, 6.463, -12.118)
H (5.241, -14.299, -12.309)
H (2.818, -13.496, -12.332)
H (7.810, -10.091, -12.401)
H (9.635, -6.348, -12.682)
H (10.188, -7.001, -11.068)
H (13.998, -12.046, -10.693)
H (16.238, -11.232, -11.628)
H (10.859, -2.543, -11.053)
H (11.748, 0.809, -13.635)
H (11.184, -11.675, -9.901)
H (9.667, 3.193, -12.211)
H (11.622, -12.903, -11.240)
H (11.524, 2.465, -10.309)
H (12.982, -9.593, -13.426)
H (9.251, 5.509, -12.285)
H (11.445, -4.535, -12.134)
H (11.770, -8.006, -14.396)
H (11.126, -13.200, -16.598)
H (2.653, -11.731, -12.310)
H (10.800, -10.962, -10.697)
H (10.219, 0.902, -12.142)
H (14.866, -10.118, -12.192)
H (11.461, -11.856, -12.113)
H (17.373, -11.273, -14.924)
H (10.388, 5.555, -13.648)
H (3.637, -12.643, -11.110)
H (12.482, -11.710, -10.764)
H (11.542, -5.331, -10.577)
H (5.998, -11.026, -11.882)
H (13.000, 0.447, -12.421)
H (8.025, -11.766, -13.242)
H (5.763, -12.687, -10.400)
H (12.638, -1.503, -13.646)
H (7.311, -13.293, -10.905)
H (6.280, -13.398, -13.355)
H (9.889, -2.942, -9.695)
H (10.743, -12.655, -13.378)
H (13.522, -11.960, -13.579)
H (16.683, -9.781, -14.095)
H (11.519, -10.320, -13.657)
H (11.176, -14.833, -16.489)
H (10.669, -14.412, -13.332)
H (9.751, -2.974, -14.603)

Properties
HOMO, Eh: -0.2936
2S+1: 1
LUMO energy, eV: 0.69
Gap between HOMO and LUMO, eV: 8.69
DFT total energy, Ha: -1770.57530

Here is a molecular structure, C19H14I2NiO6PSe from OMol25. Energies are from ωB97M-V with the def2-TZVPD basis set.

Positions of all 44 atoms, in Å:
I (-0.043, -3.189, 2.992)
I (-1.774, -3.847, 4.942)
Se (-0.543, -4.192, -2.221)
Ni (0.257, -2.305, -0.601)
P (-0.027, -0.189, -0.289)
O (0.188, -4.449, -3.626)
O (-1.841, -5.088, -1.939)
O (3.063, -1.672, 2.262)
O (-0.897, -2.522, -2.031)
O (0.535, -4.155, -0.918)
O (1.369, -2.212, 0.939)
C (-0.931, 0.841, -1.469)
C (1.652, 0.506, -0.216)
C (1.983, 1.686, -0.876)
C (-2.016, 0.413, 3.797)
C (-2.225, 2.420, -3.350)
C (-0.791, 0.152, 1.319)
C (4.267, 1.457, -0.174)
C (2.640, -0.200, 0.477)
C (-0.135, 0.808, 2.351)
C (2.361, -1.454, 1.293)
C (-1.633, 1.227, -3.736)
C (-0.750, 0.934, 3.592)
C (-1.538, 2.034, -1.081)
C (3.938, 0.294, 0.503)
C (-2.182, 2.823, -2.021)
C (-2.066, -0.375, 1.530)
C (3.287, 2.157, -0.863)
C (-0.988, 0.431, -2.799)
C (-2.678, -0.237, 2.762)
H (-0.225, 1.426, 4.401)
H (-2.733, 3.034, -4.083)
H (-0.560, -0.523, -3.083)
H (3.535, 3.068, -1.392)
H (-1.509, 2.341, -0.042)
H (-2.653, 3.749, -1.716)
H (4.676, -0.255, 1.072)
H (-3.657, -0.667, 2.929)
H (0.863, 1.201, 2.203)
H (5.287, 1.820, -0.161)
H (-2.484, 0.492, 4.770)
H (-2.562, -0.921, 0.734)
H (1.220, 2.234, -1.415)
H (-1.683, 0.903, -4.768)

Properties
HOMO, Eh: -0.2300
2S+1: 1
LUMO energy, eV: 1.67
Gap between HOMO and LUMO, eV: 7.93
Net charge: -1
DFT total energy, Ha: -6030.45816

Here is a single C21H22N4O5 molecule from OMol25. Energies are from ωB97M-V with the def2-TZVPD basis set.

Positions of all 52 atoms, in Å:
O (1.024, 2.105, 0.072)
O (-0.846, -1.469, 2.101)
O (-1.540, -3.000, 0.033)
O (-3.136, -3.372, 1.575)
O (1.674, -4.078, 0.137)
N (-2.560, -0.689, -0.590)
N (2.049, 0.092, -0.195)
N (3.021, -1.997, -0.535)
N (0.093, 0.312, 1.077)
C (4.114, 1.526, 1.360)
C (3.164, 0.768, -0.841)
C (-5.202, -0.025, 0.035)
C (0.772, -3.314, 0.475)
C (-2.677, -2.721, 0.672)
C (-4.652, -1.199, 0.469)
C (-4.416, 0.864, -0.729)
C (-3.076, 0.475, -1.018)
C (5.526, 1.554, -0.717)
C (-2.739, 2.547, -2.201)
C (0.930, -1.880, 0.581)
C (-0.626, -3.869, 0.682)
C (-0.025, -1.067, 1.304)
C (-2.253, 1.347, -1.765)
C (-4.062, 2.928, -1.920)
C (2.016, -1.262, -0.057)
C (-0.881, 1.197, 1.693)
C (1.033, 0.917, 0.301)
C (-4.885, 2.106, -1.201)
C (4.422, 0.822, 0.041)
C (-3.314, -1.486, 0.125)
H (3.705, 2.516, 1.177)
H (5.224, 2.576, -0.930)
H (6.435, 1.582, -0.122)
H (-0.872, -3.925, 1.750)
H (-1.575, 0.578, 2.257)
H (2.868, -3.010, -0.454)
H (-1.240, 1.037, -1.969)
H (3.392, 0.959, 1.944)
H (-5.903, 2.395, -0.981)
H (-0.374, 1.898, 2.356)
H (-2.106, 3.215, -2.765)
H (3.695, -1.619, -1.177)
H (5.021, 1.627, 1.952)
H (-0.677, -4.872, 0.245)
H (-4.424, 3.881, -2.277)
H (5.750, 1.057, -1.659)
H (2.822, 1.788, -1.033)
H (-1.408, 1.757, 0.921)
H (-5.196, -1.910, 1.071)
H (-6.223, 0.240, 0.272)
H (3.378, 0.294, -1.804)
H (4.759, -0.195, 0.264)

Properties
HOMO, Eh: -0.3247
2S+1: 1
LUMO energy, eV: -0.11
Gap between HOMO and LUMO, eV: 8.72
SMILES: CC(C)Cn1c(N)c(C(=O)COC(=O)c2ccc3ccccc3n2)c(=O)n(C)c1=O
DFT total energy, Ha: -1408.77030

Here is a single C6H11N molecule at a distorted geometry from OMol25. Energies are from ωB97M-V with the def2-TZVPD basis set.

Positions of all 18 atoms, in Å:
N (-0.108, -1.496, -0.189)
C (0.478, 2.115, -0.571)
C (0.790, -0.406, -0.489)
C (-0.186, 3.414, -0.234)
C (-0.937, -3.513, 0.980)
C (0.279, 0.953, 0.054)
C (0.010, -2.863, 0.321)
H (1.810, -0.525, -0.240)
H (-0.542, 0.903, 0.806)
H (-1.024, -1.177, 0.127)
H (-0.736, -4.581, 1.322)
H (-1.888, -2.950, 1.199)
H (-1.166, 3.624, -0.632)
H (-0.407, 3.524, 0.854)
H (0.881, -0.147, -1.634)
H (1.345, 2.134, -1.277)
H (0.376, 4.300, -0.547)
H (1.024, -3.309, 0.149)

Properties
HOMO, Eh: -0.2937
2S+1: 1
LUMO energy, eV: 1.17
Gap between HOMO and LUMO, eV: 9.16
SMILES: C=CNC/C=C/C
DFT total energy, Ha: -289.87719

Here is 3 unconnected molecules or ions with the total composition C22H29BBrNO13P at a distorted geometry from OMol25. Energies are from ωB97M-V with the def2-TZVPD basis set.

Positions of all 68 atoms, in Å:
Br (-0.687, -3.488, 1.878)
P (0.305, -2.008, 0.217)
O (-0.288, -6.490, -2.915)
O (4.162, 8.488, 5.529)
O (2.671, 5.374, 2.338)
O (-4.902, -8.173, -5.350)
O (-0.777, -0.652, 0.539)
O (1.648, 9.137, 5.899)
O (-2.571, -9.134, -6.051)
O (0.394, 1.257, 2.390)
O (0.169, 6.073, 2.659)
O (-2.640, -5.618, -2.112)
O (4.430, 1.444, 0.822)
O (-0.177, -3.506, -2.140)
O (1.286, -1.002, -0.865)
N (2.787, 3.066, 0.728)
C (-3.903, -6.828, -3.700)
C (3.252, 7.848, 4.801)
C (-3.298, -2.493, -0.189)
C (-2.526, -8.309, -5.150)
C (3.571, 1.990, 0.171)
C (-3.833, -7.722, -4.691)
C (-0.339, 0.488, -0.135)
C (1.830, 8.274, 5.057)
C (-2.393, -2.452, -1.428)
C (1.151, 0.335, -0.461)
C (2.496, 6.254, 3.160)
C (-0.862, 1.818, 0.380)
C (0.770, 7.646, 4.293)
C (-1.066, 1.276, 3.015)
C (1.076, 6.695, 3.398)
C (-1.363, -6.958, -3.521)
C (3.559, 6.898, 3.910)
C (-0.408, 2.154, 1.821)
C (-2.678, -6.399, -3.036)
C (3.238, 1.542, -1.224)
C (-1.307, -7.864, -4.515)
C (1.729, 1.345, -1.422)
B (-0.841, -2.703, -1.194)
H (-1.951, 1.846, 0.391)
H (-0.245, 7.969, 4.474)
H (0.657, 5.431, 2.104)
H (1.235, -3.096, -0.018)
H (-4.837, -6.407, -3.358)
H (1.684, 0.407, 0.505)
H (1.230, 2.312, -1.362)
H (-0.465, 2.656, -0.195)
H (-4.554, -8.809, -6.005)
H (-0.576, -5.812, -2.264)
H (4.576, 6.582, 3.720)
H (-1.769, 0.834, 2.266)
H (-3.545, -3.514, 0.100)
H (-0.917, 0.295, 3.484)
H (-2.540, -1.521, -1.991)
H (-2.873, -1.982, 0.671)
H (-2.723, -3.248, -2.104)
H (3.790, 0.637, -1.465)
H (-0.372, -8.274, -4.870)
H (3.563, 2.317, -1.931)
H (-0.278, 3.215, 2.040)
H (3.662, 9.114, 6.089)
H (-4.249, -1.993, -0.414)
H (1.132, -1.591, 1.301)
H (-0.797, 0.407, -1.153)
H (2.639, 2.794, 1.698)
H (3.389, 3.881, 0.801)
H (1.583, 0.981, -2.445)
H (-0.113, -3.031, -2.976)

Properties
HOMO, Eh: -0.1589
2S+1: 1
LUMO energy, eV: -0.24
Gap between HOMO and LUMO, eV: 4.08
Net charge: -1
DFT total energy, Ha: -4828.74153

Here is a single C6H11ClO molecule at a distorted geometry from OMol25. Energies are from ωB97M-V with the def2-TZVPD basis set.

Positions of all 19 atoms, in Å:
Cl (1.628, -0.766, 1.965)
O (-2.003, -0.216, 0.762)
C (-0.583, -0.190, 0.540)
C (1.215, 1.174, -0.501)
C (-1.191, 0.618, 1.582)
C (-0.044, -0.552, -1.965)
C (-0.131, 0.477, -0.708)
C (0.199, -1.327, 1.068)
H (1.962, 0.381, -0.400)
H (1.436, 1.932, -1.308)
H (1.227, 1.608, 0.528)
H (-1.494, 1.644, 1.489)
H (-0.728, -1.330, -1.845)
H (0.500, -2.049, 0.339)
H (-0.554, -1.772, 1.692)
H (-1.131, 0.265, 2.635)
H (0.972, -1.028, -2.090)
H (-0.326, -0.083, -2.939)
H (-0.955, 1.215, -0.844)

Properties
HOMO, Eh: -0.3796
2S+1: 1
LUMO energy, eV: 0.88
Gap between HOMO and LUMO, eV: 11.21
SMILES: CC(C)[C@@]1(CCl)CO1
DFT total energy, Ha: -770.58780

Here is 2 unconnected molecules or ions with the total composition C2H5IO2 at a distorted geometry from OMol25. Energies are from ωB97M-V with the def2-TZVPD basis set.

Positions of all 10 atoms, in Å:
I (4.397, 0.292, 0.091)
O (1.003, -1.278, -0.814)
O (3.696, -1.516, -0.084)
C (0.250, -0.418, -0.460)
C (0.528, 0.773, 0.309)
H (-0.398, 0.840, 0.938)
H (0.428, 1.647, -0.410)
H (3.310, -1.549, -0.907)
H (1.391, 0.734, 0.837)
H (-0.776, -0.450, -0.830)

Properties
HOMO, Eh: -0.3419
2S+1: 1
LUMO energy, eV: -0.36
Gap between HOMO and LUMO, eV: 8.95
SMILES: CC=O.OI
DFT total energy, Ha: -527.30819